No. 1
A single C3H6N2OS molecule. Source: the Open Molecules 2025 dataset; level of theory: ωB97M-V/def2-TZVPD.

Positions of all 13 atoms, in Å:
O  -2.43313  -0.95645  -0.11673
C  -1.04863  -0.81641  -0.02503
C  -0.69754  0.36383  0.87689
N  0.20825  1.26010  0.76051
N  1.12021  1.07620  -0.26539
C  2.05914  0.10651  -0.34992
S  2.13742  -1.30844  0.44484
H  -2.84512  -0.25000  -0.67445
H  -0.68406  -1.70058  0.43546
H  -0.54019  -0.70239  -1.02389
H  -1.40635  0.54149  1.69902
H  1.37123  1.95455  -0.64058
H  2.75877  0.43157  -1.12074

Values from the calculation:
- Multiplicity: 1
- SMILES string: OC/C=N\NC=S
- LUMO level: 0.53 eV
- Molecular weight: 118.16 g/mol
- HOMO energy: -8.7078 eV
- Gap between HOMO and LUMO: 9.2344 eV

***

No. 2
9 unconnected molecules or ions with the total composition C67H76BrN8O24PS. Source: the Open Molecules 2025 dataset; level of theory: ωB97M-V/def2-TZVPD.

Positions of all 178 atoms, in Å:
C  -2.50755  -3.14823  3.87556
C  -2.49914  -1.51762  4.02275
C  -1.91899  -0.70091  2.72133
C  -2.06767  -1.46378  1.28756
C  -0.75728  -2.41890  0.87453
C  -1.46654  -3.90425  0.56942
C  -0.59164  -4.90183  -0.36805
C  0.99805  -5.02536  -0.04002
C  1.40402  -6.00805  1.20529
O  0.58633  -6.13521  2.25570
O  2.74153  -6.68074  1.09441
C  3.83110  -5.71507  1.30345
C  4.39210  -5.01590  -0.09379
C  -0.14986  -1.77860  -0.49350
C  0.61291  -0.34094  -0.35812
C  1.81355  -0.34713  -1.52226
O  2.67871  0.84030  -1.47289
C  4.08549  0.49970  -1.20792
C  4.72957  1.67551  -0.20860
O  5.85761  1.00800  0.49262
C  5.43261  0.44341  1.78392
C  6.47175  -0.80009  2.19065
P  -0.49993  1.18339  -0.84125
O  -0.65197  1.32374  -2.57372
Br  0.51321  3.13441  -0.13142
C  1.22444  0.00689  1.11729
S  1.51448  -1.62174  1.99388
O  2.85747  -2.24887  1.52781
O  1.74559  -1.24786  3.51187
O  0.17524  -2.65679  1.97055
H  -3.00698  -3.58974  4.86111
H  -1.45057  -3.64188  3.78455
H  -3.20154  -3.53618  2.98812
H  -3.61305  -1.19488  4.29990
H  -1.80627  -1.22134  4.94074
H  -0.84677  -0.32882  2.99890
H  -2.58691  0.28659  2.64209
H  -2.30181  -0.65003  0.44596
H  -3.07452  -2.10316  1.35226
H  -1.74877  -4.48332  1.54723
H  -2.46963  -3.66726  -0.03362
H  -0.73515  -4.64235  -1.50812
H  -1.05506  -5.99421  -0.23472
H  1.52750  -3.99799  0.13449
H  1.51151  -5.49235  -1.01156
H  4.75598  -6.34451  1.72054
H  3.60856  -4.91054  2.15006
H  3.81602  -5.56630  -0.97228
H  4.04304  -3.87715  -0.16879
H  5.55602  -5.05529  -0.20888
H  -1.07980  -1.59022  -1.21930
H  0.57106  -2.48835  -1.10863
H  2.41188  -1.36673  -1.43101
H  1.32639  -0.37668  -2.61132
H  4.25331  -0.51179  -0.63986
H  4.66841  0.43612  -2.22922
H  3.85975  2.01186  0.49820
H  5.05227  2.58220  -0.87640
H  4.35168  -0.01363  1.78042
H  5.52068  1.22226  2.65980
H  6.48099  -1.65652  1.38795
H  7.58415  -0.39367  2.28029
H  6.18337  -1.28932  3.23899
H  0.24276  1.72030  -2.86418
H  0.50118  0.75199  1.67158
H  2.28189  0.56054  1.08959
O  -3.12901  -4.04154  -2.52062
N  -2.30434  -3.67120  -3.36943
O  -1.08649  -3.89267  -3.30764
C  -2.80417  -2.91457  -4.52362
C  -4.16912  -2.60908  -4.61499
C  -4.63486  -1.86822  -5.70293
C  -3.74591  -1.44161  -6.69082
C  -2.38877  -1.75626  -6.60264
C  -1.91077  -2.49416  -5.51788
H  -4.87464  -2.93407  -3.85343
H  -5.69138  -1.62032  -5.77944
H  -4.11285  -0.85936  -7.53434
H  -1.70271  -1.42271  -7.37809
H  -0.84977  -2.72847  -5.46206
O  1.63310  -0.38467  -6.78012
N  1.55792  -1.27028  -5.91540
O  0.61926  -1.39154  -5.11524
C  2.65825  -2.23804  -5.83056
C  3.75790  -2.11599  -6.69117
C  4.81272  -3.02505  -6.58946
C  4.76603  -4.04757  -5.64055
C  3.66488  -4.17306  -4.79182
C  2.60527  -3.26823  -4.88221
H  3.80945  -1.32468  -7.43584
H  5.67365  -2.93468  -7.24839
H  5.59346  -4.75060  -5.56122
H  3.63454  -4.97440  -4.05687
H  1.75570  -3.37761  -4.21137
O  -1.04147  1.87211  11.37740
N  -0.61986  0.75664  11.03731
O  -0.34651  -0.16010  11.82528
C  -0.42669  0.50673  9.60388
C  -0.68764  1.52797  8.67990
C  -0.47887  1.29209  7.31969
C  -0.01858  0.04709  6.88812
C  0.23047  -0.97149  7.80957
C  0.02812  -0.74654  9.17270
H  -1.04658  2.50364  9.00017
H  -0.67213  2.08045  6.59534
H  0.14809  -0.13030  5.82701
H  0.58622  -1.94002  7.46514
H  0.22989  -1.54960  9.87849
O  -3.04286  -6.11314  4.96357
N  -3.11804  -6.99876  5.82829
O  -4.05669  -7.12001  6.62845
C  -2.01770  -7.96651  5.91313
C  -0.91806  -7.84446  5.05252
C  0.13676  -8.75352  5.15423
C  0.09007  -9.77604  6.10313
C  -1.01108  -9.90153  6.95186
C  -2.07069  -8.99670  6.86148
H  -0.86651  -7.05315  4.30785
H  0.99769  -8.66315  4.49530
H  0.91750  -10.47907  6.18246
H  -1.04142  -10.70287  7.68682
H  -2.92026  -9.10608  7.53231
O  -5.23113  7.87554  9.29335
N  -5.43475  6.65753  9.18062
O  -6.32121  6.15697  8.47374
C  -4.56994  5.74668  9.94019
C  -3.57873  6.27073  10.78140
C  -2.77518  5.39995  11.51995
C  -2.95803  4.02023  11.41474
C  -3.93896  3.50080  10.56823
C  -4.75056  4.36177  9.82680
H  -3.42372  7.34341  10.87454
H  -2.00758  5.79712  12.18070
H  -2.33280  3.34540  11.99688
H  -4.07338  2.42425  10.48942
H  -5.51270  3.94137  9.17400
O  -1.05016  10.14892  4.16616
N  -2.18628  9.82553  3.78884
O  -2.49906  9.61129  2.60888
C  -3.23325  9.69224  4.80891
C  -2.93283  9.96168  6.15126
C  -3.93884  9.85672  7.11372
C  -5.22987  9.48196  6.73829
C  -5.52371  9.20403  5.40224
C  -4.52661  9.30835  4.43034
H  -1.93180  10.25495  6.45996
H  -3.71724  10.07025  8.15720
H  -6.01232  9.40694  7.49151
H  -6.53157  8.90969  5.11797
H  -4.77240  9.09150  3.39289
O  -3.90873  1.96410  -9.62967
N  -2.94873  1.22797  -9.35725
O  -3.04842  0.11364  -8.82399
C  -1.60203  1.71166  -9.68421
C  -1.44009  2.98211  -10.25386
C  -0.15496  3.44664  -10.54030
C  0.95553  2.64742  -10.26426
C  0.79066  1.37837  -9.70663
C  -0.48943  0.90412  -9.41317
H  -2.29525  3.61709  -10.47488
H  -0.01846  4.43396  -10.97632
H  1.95595  3.01622  -10.48415
H  1.66089  0.76027  -9.49713
H  -0.60096  -0.08583  -8.97579
O  3.56785  3.84150  -11.01907
N  4.39252  4.21184  -11.86788
O  5.61038  3.99036  -11.80609
C  3.89270  4.96847  -13.02207
C  2.52774  5.27396  -13.11344
C  2.06201  6.01482  -14.20138
C  2.95096  6.44142  -15.18927
C  4.30810  6.12678  -15.10109
C  4.78609  5.38888  -14.01633
H  1.82223  4.94897  -12.35188
H  1.00548  6.26272  -14.27788
H  2.58401  7.02368  -16.03279
H  4.99416  6.46033  -15.87653
H  5.84710  5.15457  -13.96051

Values from the calculation:
- Multiplicity: 1
- SMILES string: CCCC[C@@]1(CCCC(=O)OCC)C[C@@](COCCOCC)(P(O)Br)CS(=O)(=O)O1.O=[N+]([O-])c1ccccc1.O=[N+]([O-])c1ccccc1.O=[N+]([O-])c1ccccc1.O=[N+]([O-])c1ccccc1.O=[N+]([O-])c1ccccc1.O=[N+]([O-])c1ccccc1.O=[N+]([O-])c1ccccc1.O=[N+]([O-])c1ccccc1
- LUMO level: -1.28 eV
- Molecular weight: 1520.32 g/mol
- HOMO energy: -9.0320 eV
- Gap between HOMO and LUMO: 7.7502 eV

***

No. 3
A molecular structure, C29H75CrN6O12. Source: the Open Molecules 2025 dataset; level of theory: ωB97M-V/def2-TZVPD.

Positions of all 123 atoms, in Å:
Cr  8.54324  1.87595  -8.14698
N  9.61707  2.99334  -5.14957
O  9.02030  3.92159  -4.59436
O  10.46870  2.35369  -4.55278
O  9.40202  2.73356  -6.31374
C  11.95968  -0.75239  -3.62031
C  12.30199  -0.70564  -5.15107
C  12.34963  -2.15498  -5.71834
O  11.11008  -0.09803  -5.72438
H  12.81971  -1.14730  -3.07948
H  11.08708  -1.31253  -3.28430
H  11.89237  0.29831  -3.33816
H  13.15610  -0.06859  -5.38073
H  12.57220  -2.16444  -6.78534
H  11.32273  -2.50610  -5.61691
H  13.11603  -2.72240  -5.19036
H  10.97214  0.73250  -5.26309
C  8.95667  7.04859  -5.87062
C  7.49539  7.20495  -5.88760
C  6.96978  8.38007  -5.07653
O  7.53878  8.29946  -3.76591
C  7.27243  9.38738  -2.91189
N  7.00800  7.25653  -7.22851
H  9.46620  7.04199  -4.90706
H  9.50002  7.85306  -6.36630
H  9.21447  6.15885  -6.44507
H  7.18845  6.35089  -5.28387
H  5.88540  8.32420  -4.98106
H  7.34216  9.18097  -5.71527
H  6.21124  9.62788  -2.84744
H  7.82223  10.26837  -3.24305
H  7.63187  9.10605  -1.92207
H  6.02650  7.42122  -7.40067
H  7.48710  8.08060  -7.56242
C  8.56322  -2.23787  -7.07870
C  8.07556  -0.84098  -7.27690
C  7.40861  -0.20855  -6.02632
O  7.03444  1.14124  -6.42644
C  6.15498  1.84171  -5.55986
N  9.29100  -0.08196  -7.64630
H  9.13576  -2.27179  -6.15180
H  9.22143  -2.50812  -7.90443
H  7.61793  -2.77425  -7.16117
H  7.40309  -0.64641  -8.11239
H  8.17230  -0.26466  -5.25061
H  6.45795  -0.69247  -5.80235
H  6.07536  2.89579  -5.82573
H  6.40645  1.70319  -4.50836
H  5.21409  1.29908  -5.65150
H  9.86283  -0.62189  -8.28001
H  9.88339  -0.15315  -6.83138
C  5.40723  -3.39854  -5.03944
O  6.61415  -2.85956  -4.46744
C  6.40730  -2.39689  -3.15521
C  7.86114  -2.05035  -2.61654
N  7.94901  -1.45363  -1.30779
C  7.45760  -0.11728  -1.34521
C  8.52270  0.86832  -1.80543
O  9.50488  1.02396  -0.74337
C  10.34808  2.11460  -0.96250
H  5.65262  -3.58005  -6.08584
H  4.55239  -2.72228  -5.04136
H  5.09394  -4.27919  -4.47872
H  5.96745  -3.18648  -2.54597
H  5.73497  -1.54058  -3.20830
H  8.44435  -1.65724  -3.44926
H  8.35575  -3.00424  -2.43345
H  8.90166  -1.44443  -0.97242
H  7.18691  0.19260  -0.33586
H  6.58037  0.11561  -1.94881
H  8.07118  1.85806  -1.87354
H  9.04804  0.48604  -2.68063
H  11.10752  1.97219  -0.19367
H  9.85908  3.08871  -0.97153
H  10.78766  1.93990  -1.94451
C  10.91112  9.01155  -0.24546
O  11.80282  8.68868  0.81339
C  13.13878  9.14814  0.65449
C  14.16244  8.33164  -0.20029
N  14.08208  6.90557  0.19059
C  14.61109  5.95673  -0.80256
C  13.79699  5.74707  -2.12306
O  12.62843  5.00285  -1.74424
C  11.58061  5.00309  -2.70883
H  9.89826  8.72682  0.03943
H  11.17031  8.49661  -1.17052
H  10.87246  10.08845  -0.40943
H  13.43731  9.21587  1.70062
H  13.01595  10.15470  0.25467
H  15.12593  8.80023  0.00027
H  14.03043  8.37153  -1.28153
H  13.08621  6.75595  0.26771
H  14.82652  4.98818  -0.35137
H  15.57921  6.39960  -1.03640
H  14.25756  5.19080  -2.93947
H  13.62626  6.72149  -2.58073
H  11.28371  6.02274  -2.95432
H  10.66046  4.55735  -2.33102
H  11.98889  4.48681  -3.57766
C  12.16443  1.31259  -9.36027
O  11.17068  2.28566  -8.88442
C  11.21231  3.55284  -9.49782
C  10.03530  4.41057  -8.91936
N  8.73485  3.73813  -9.16153
C  7.61215  4.53909  -8.67103
C  6.24092  3.87075  -8.91830
O  6.48155  2.50216  -8.58273
C  5.40711  1.71281  -9.06290
H  12.03405  1.19718  -10.43626
H  12.05680  0.37083  -8.82212
H  13.21904  1.55102  -9.22219
H  11.16049  3.45749  -10.58241
H  12.17425  4.01926  -9.28515
H  10.06911  5.36114  -9.45170
H  10.21439  4.72455  -7.89104
H  8.66793  3.77673  -10.16859
H  7.75777  5.56689  -9.00352
H  7.64035  4.53146  -7.58142
H  5.94997  3.91894  -9.96765
H  5.48501  4.37304  -8.31464
H  5.52948  0.67075  -8.76754
H  5.40897  1.70575  -10.15287
H  4.42275  2.05993  -8.74879

Values from the calculation:
- Charge: +1
- Multiplicity: 5
- Expectation value of S²: 6.01
- LUMO level (spin up / spin down): -2.90 / -2.96 eV
- Molecular weight: 751.94 g/mol
- HOMO energy (spin up / spin down): -9.8933 / -9.8933 eV
- Gap between HOMO and LUMO (spin up / spin down): 6.9948 / 6.9334 eV

***

No. 4
2 unconnected molecules or ions with the total composition C5H7N. Source: the Open Molecules 2025 dataset; level of theory: ωB97M-V/def2-TZVPD.

Positions of all 13 atoms, in Å:
C  -2.50222  0.77768  -0.49962
C  -2.18523  1.15351  0.58069
C  1.01431  -0.78673  0.65196
C  0.64422  -2.09927  0.21664
C  1.62975  1.47365  -0.23674
N  1.37561  0.22119  0.05423
H  -2.76106  0.90852  -1.50173
H  1.38501  -2.79588  0.33464
H  -0.22646  -2.35944  0.78769
H  0.06746  -2.02320  -0.76028
H  2.66338  1.68467  -0.50077
H  -1.94641  1.67146  1.45168
H  0.84165  2.17382  -0.57839

Values from the calculation:
- Multiplicity: 1
- LUMO level: 0.89 eV
- Molecular weight: 81.12 g/mol
- HOMO energy: -7.3200 eV
- Gap between HOMO and LUMO: 8.2073 eV

***

Summary of maximum force in eV/Å
1.88; 8.59; 4.34; 4.83
(order as listed above)